[1]
The following is a DFT calculation (ωB97M-V with the def2-TZVPD basis set) of a cluster of 8 separate species, C15H19Cl21NO3P in total.

Each line ends with the Mulliken charge.
CARTESIAN COORDINATES (ANGSTROEM)
C 3.99 -0.14 1.97  -1.28
C 2.85 0.22 1.01  0.60
C 1.75 -0.83 0.99  -1.03
C 0.66 -0.61 -0.08  -0.70
C -0.41 0.34 0.33  1.40
C -1.61 0.09 0.86  -0.06
P -2.39 -1.46 1.34  0.53
N -2.20 -1.84 2.84  -0.75
C -2.28 1.40 1.07  0.53
O -3.18 1.70 1.78  -0.56
O -1.59 2.35 0.32  -0.45
C -0.30 1.83 0.20  -0.12
O 0.65 2.54 0.10  -0.54
H 4.27 0.70 2.61  0.35
H 3.69 -0.96 2.63  0.30
H 4.88 -0.47 1.44  0.29
H 2.43 1.19 1.27  0.17
H 3.24 0.33 -0.01  -0.32
H 1.29 -0.90 1.98  0.44
H 2.21 -1.80 0.78  0.46
H 0.18 -1.57 -0.25  0.42
H 1.08 -0.31 -1.04  0.00
H -1.91 -2.37 0.38  0.00
H -3.71 -1.27 0.91  0.04
H -1.66 -1.09 3.25  0.26
Cl -3.96 2.67 -3.37  -0.13
C -2.33 2.80 -2.72  0.45
Cl -1.46 1.27 -2.91  -0.07
Cl -1.44 4.12 -3.47  -0.13
H -2.40 3.01 -1.66  -0.05
Cl -0.81 -2.22 -2.74  -0.09
C 0.59 -2.35 -3.81  -0.09
Cl 1.96 -1.43 -3.18  -0.03
Cl 1.02 -4.03 -4.07  -0.10
H 0.32 -1.91 -4.77  0.33
Cl -1.40 2.66 6.45  -0.12
C -1.19 2.41 4.72  0.05
Cl -0.06 3.57 4.03  -0.11
Cl -0.64 0.76 4.40  -0.14
H -2.15 2.53 4.23  0.27
Cl 3.92 1.97 -2.43  -0.08
C 5.47 1.17 -2.17  -0.06
Cl 6.19 1.68 -0.64  -0.11
Cl 5.28 -0.58 -2.21  -0.12
H 6.14 1.46 -2.97  0.37
Cl -0.49 -4.59 -7.19  -0.09
C -0.42 -6.27 -7.70  0.05
Cl 0.12 -6.40 -9.38  -0.12
Cl 0.62 -7.21 -6.63  -0.12
H -1.42 -6.68 -7.64  0.29
Cl 3.42 2.09 7.11  -0.13
C 2.32 0.76 6.78  0.80
Cl 3.06 -0.44 5.73  -0.12
Cl 1.75 0.02 8.28  -0.13
H 1.45 1.16 6.27  -0.43
Cl -8.03 2.27 0.84  -0.12
C -7.08 2.27 -0.64  -0.05
Cl -5.41 1.83 -0.32  -0.02
Cl -7.79 1.19 -1.85  -0.13
H -7.10 3.27 -1.05  0.29

Its orbital gap is 8.039 eV. For the calculated total energy, the calculation gives -10868.7643 Ha. The SMILES is CCCCC1=C([PH2]=N)C(=O)OC1=O.ClC(Cl)Cl.ClC(Cl)Cl.ClC(Cl)Cl.ClC(Cl)Cl.ClC(Cl)Cl.ClC(Cl)Cl.ClC(Cl)Cl. The charge is 0. The value obtained for the LUMO energy is -1.23 eV. The highest occupied orbital energy comes out at -9.27 eV.

[2]
The following is a DFT calculation (ωB97M-V with the def2-TZVPD basis set) of a cluster of 2 separate species, H3N2O4P in total.

Each line ends with the Mulliken charge.
CARTESIAN COORDINATES (ANGSTROEM)
N 1.50 -0.92 0.38  -0.72
N -0.54 0.10 0.96  -0.15
O 0.67 1.03 -1.22  -0.85
O -1.90 0.87 -1.29  -0.74
O -0.73 2.31 0.50  -0.73
O 0.56 -0.30 1.37  -0.11
P -0.67 1.15 -0.50  0.80
H 1.42 -0.20 -0.39  0.46
H 0.91 -1.69 0.04  0.23
H -1.20 -2.35 0.15  -0.19

Its orbital gap (spin up / spin down) is 5.732 / 7.600 eV. For the calculated total energy, the calculation gives -753.4516 Ha. The charge is -2. The value obtained for the LUMO energy (spin up / spin down) is 6.80 / 7.39 eV. The highest occupied orbital energy (spin up / spin down) comes out at 1.07 / -0.21 eV.

[3]
The following is a DFT calculation (ωB97M-V with the def2-TZVPD basis set) of a cluster of 2 separate species, C3H6N2O2 in total.

Each line ends with the Mulliken charge.
CARTESIAN COORDINATES (ANGSTROEM)
C -1.08 1.26 0.66  -0.69
C 0.17 1.20 -0.09  0.15
C 0.25 -1.21 -0.33  -0.96
N 0.79 0.10 -0.51  -0.38
N 3.37 0.12 -0.16  0.77
O 3.89 1.17 -0.30  -0.42
O 3.80 -0.92 0.22  -0.42
H -1.67 2.09 0.27  0.30
H -1.46 0.34 1.28  0.30
H 0.48 2.19 -0.43  0.33
H 0.92 -1.74 -0.98  0.31
H 0.31 -1.81 0.62  0.29
H -0.76 -1.21 -0.84  0.42

Its orbital gap (spin up / spin down) is 8.002 / 7.983 eV. For the calculated total energy, the calculation gives -377.6635 Ha. The charge is 0. The value obtained for the LUMO energy (spin up / spin down) is -1.17 / -1.07 eV. The highest occupied orbital energy (spin up / spin down) comes out at -9.17 / -9.05 eV.

[4]
The following is a DFT calculation (ωB97M-V with the def2-TZVPD basis set) of an isolated molecule of C8H12N4O.

Each line ends with the Mulliken charge.
CARTESIAN COORDINATES (ANGSTROEM)
C -2.83 1.55 0.00  -0.35
C -1.64 0.79 0.57  0.72
C -2.11 -0.52 0.64  -0.42
C 0.88 1.19 0.69  0.46
C 3.68 -0.01 0.79  -1.12
C 2.46 -0.41 -1.49  -0.99
C -4.05 -1.79 -0.23  -0.76
C 2.40 -0.52 0.07  0.19
N -3.67 0.70 -0.49  -0.70
N -3.27 -0.54 -0.02  0.59
N -0.50 1.40 0.91  0.00
N 1.11 -0.06 0.41  -0.36
O 1.63 2.15 0.83  -0.74
H -2.88 2.65 -0.38  0.32
H 3.84 -0.62 1.68  0.30
H 4.58 -0.36 0.23  0.32
H 3.49 1.08 0.78  0.34
H 3.53 -0.83 -1.75  0.31
H 2.29 0.67 -1.90  0.22
H 1.57 -1.01 -1.91  0.31
H -3.52 -2.42 -1.00  0.28
H -3.85 -2.26 0.73  0.33
H -5.03 -1.55 -0.45  0.31
H 2.38 -1.65 0.23  0.20
H -0.49 2.38 1.03  0.25

Its orbital gap (spin up / spin down) is 5.181 / 5.196 eV. For the calculated total energy, the calculation gives -606.0545 Ha. The charge is 0. The value obtained for the LUMO energy (spin up / spin down) is -3.10 / -3.09 eV. The highest occupied orbital energy (spin up / spin down) comes out at -8.28 / -8.29 eV.

[5]
The following is a DFT calculation (ωB97M-V with the def2-TZVPD basis set) of an isolated molecule of C18H13F6NO2.

Each line ends with the Mulliken charge.
CARTESIAN COORDINATES (ANGSTROEM)
C -0.52 -1.71 -2.74  -0.97
C -1.45 -0.95 -1.82  -1.54
C -0.65 -0.13 -0.81  0.63
C -0.32 1.17 -1.17  -0.67
C 0.53 1.95 -0.37  -0.53
C 0.85 3.41 -0.81  0.45
O 0.81 3.41 -2.29  -0.64
C 2.27 3.95 -0.50  0.52
F 2.58 4.08 0.81  -0.22
F 3.21 3.15 -1.10  -0.28
F 2.44 5.19 -1.01  -0.26
C -0.26 4.39 -0.22  0.67
F -1.54 3.94 -0.36  -0.25
F -0.08 4.58 1.09  -0.26
F -0.14 5.59 -0.83  -0.25
C 0.98 1.42 0.86  -0.74
C 0.64 0.12 1.25  1.14
C -0.12 -0.68 0.37  0.57
N -0.37 -2.00 0.69  -0.12
C -0.16 -2.53 1.95  -0.12
O -0.53 -3.68 2.19  -0.72
C 0.62 -1.73 2.94  0.27
C 1.04 -2.31 4.16  -0.32
C 1.83 -1.59 5.04  -0.59
C 2.15 -0.26 4.75  -0.62
C 1.81 0.29 3.54  -0.65
C 1.05 -0.42 2.59  0.42
H 0.14 -2.38 -2.18  0.32
H 0.08 -0.98 -3.33  0.28
H -1.10 -2.32 -3.46  0.36
H -2.08 -0.28 -2.41  0.43
H -2.07 -1.69 -1.31  0.45
H -0.69 1.52 -2.17  0.39
H 1.64 3.00 -2.66  0.44
H 1.67 2.02 1.43  0.59
H -0.85 -2.61 0.02  0.18
H 0.74 -3.36 4.38  0.42
H 2.09 -2.03 5.99  0.39
H 2.74 0.36 5.41  0.42
H 2.17 1.27 3.25  0.39

Its orbital gap is 8.692 eV. For the calculated total energy, the calculation gives -1498.2273 Ha. The SMILES is CCc1cc(C(O)(C(F)(F)F)C(F)(F)F)cc2c1[nH]c(=O)c1ccccc12. The charge is 0. The value obtained for the LUMO energy is 0.08 eV. The highest occupied orbital energy comes out at -8.62 eV.

[6]
The following is a DFT calculation (ωB97M-V with the def2-TZVPD basis set) of an isolated molecule of C5H8O.

Each line ends with the Mulliken charge.
CARTESIAN COORDINATES (ANGSTROEM)
C 1.54 0.04 0.04  -0.38
C 0.45 -0.06 1.13  -0.60
C -0.84 0.29 0.41  -0.10
C -1.32 -0.66 -0.67  -0.78
C -0.47 0.52 -1.02  0.03
O 0.89 0.27 -1.22  -0.43
H 2.12 -0.88 -0.04  0.25
H 2.23 0.87 0.23  0.27
H 0.42 -1.05 1.59  0.24
H 0.63 0.67 1.93  0.29
H -1.57 0.92 0.91  0.35
H -0.86 -1.64 -0.74  0.22
H -2.38 -0.63 -0.93  0.28
H -0.85 1.34 -1.62  0.36

Its orbital gap is 10.283 eV. For the calculated total energy, the calculation gives -270.5041 Ha. The SMILES is C1C[C@@H]2C[C@@H]2O1. The charge is 0. The value obtained for the LUMO energy is 1.16 eV. The highest occupied orbital energy comes out at -9.13 eV.

| no. | strongest force on any atom (eV/Å) |
| --- | --- |
| 1 | 0.85 |
| 2 | 2.32 |
| 3 | 3.68 |
| 4 | 3.58 |
| 5 | 2.07 |
| 6 | 0.31 |